Entry 1:
ORCA calculation (ωB97M-V/def2-TZVPD) on 2 unconnected molecules or ions with the total composition C3H11N3O2 in a non-equilibrium geometry.

Values from the calculation:
Structure (SMILES): NNC(N)=O.COC
Net charge: 0
Spin multiplicity: 1
E_HOMO: -8.44 eV

Geometry as XYZ:
```
19
C3H11N3O2 ωB97M-V/def2-TZVPD
C -0.57568 -0.73067 -1.37820
C -2.30513 -0.35101 0.38235
O -1.17663 -1.11002 0.05370
H -3.02576 -0.32731 -0.45208
H -1.46729 -0.59946 -1.99835
H -0.05404 -1.65401 -1.58383
H -0.04096 0.17240 -1.67737
H -2.05394 0.69197 0.62128
H -2.80871 -0.84694 1.21537
N 1.53701 -0.17797 0.32660
C 1.16180 1.12018 0.62808
N 1.34464 -1.24271 1.22675
N 1.63795 2.05200 -0.26613
O 0.38982 1.39666 1.51758
H 2.29495 -0.32966 -0.31832
H 0.71642 -0.93893 1.98886
H 0.75103 -1.94489 0.78410
H 1.35839 3.00782 -0.10723
H 2.31612 1.81254 -0.96316
```



Entry 2:
ORCA calculation (ωB97M-V/def2-TZVPD) on 2 unconnected molecules or ions with the total composition C3H11N3O2 in a non-equilibrium geometry.

Values from the calculation:
Structure (SMILES): NCNC(=O)CN.O
Net charge: 0
Spin multiplicity: 1
E_HOMO: -9.21 eV

Geometry as XYZ:
```
19
C3H11N3O2 ωB97M-V/def2-TZVPD
O 0.63617 0.22319 -1.76250
C -0.30524 -0.13092 -1.08331
N -0.24601 -1.15739 -0.18539
C 0.94496 -1.97057 -0.04314
N 1.74466 -1.76136 1.12529
C -1.65580 0.55759 -1.22665
N -1.63558 1.96561 -0.83965
H -0.99591 -1.23850 0.47934
H 0.69856 -3.03205 -0.11826
H 1.53544 -1.83004 -0.95348
H 1.22428 -1.91040 1.98760
H 2.12438 -0.82146 1.16163
H -2.53610 0.03909 -0.85405
H -1.80368 0.57005 -2.31476
H -0.90847 2.41700 -1.38176
H -1.35660 2.09631 0.12802
H 0.97357 1.82968 1.22970
H 1.04450 2.40327 2.56976
O 0.51687 1.75089 2.08159
```



Entry 3:
ORCA calculation (ωB97M-V/def2-TZVPD) on a single C3H11N3Si molecule in a non-equilibrium geometry.

Values from the calculation:
Structure (SMILES): [H]/N=N/N[Si](C)(C)C
Net charge: 0
Spin multiplicity: 1
E_HOMO: -9.07 eV

Geometry as XYZ:
```
18
C3H11N3Si ωB97M-V/def2-TZVPD
C 0.56518 1.63768 0.43074
C 0.95503 -1.22675 1.38082
C 1.39159 -0.70475 -1.79476
N -3.30254 0.51424 0.15090
N -2.25945 0.88990 -0.32262
N -1.26704 -0.52397 -0.66001
Si 0.44729 -0.22111 -0.18347
H 0.14899 2.24098 -0.32907
H -0.05026 1.79583 1.21094
H 1.52976 1.92916 0.79810
H 0.01660 -1.54051 1.93658
H 1.49842 -2.08151 1.25406
H 1.40959 -0.76677 2.20506
H 2.32898 -1.23935 -1.65121
H 0.83942 -1.06718 -2.60978
H 1.57180 0.32311 -2.11011
H -3.95180 1.21842 0.40060
H -1.87156 -1.17742 -0.10677
```



Entry 4:
ORCA calculation (ωB97M-V/def2-TZVPD) on a single C3H11N5 molecule in a non-equilibrium geometry.

Values from the calculation:
Structure (SMILES): [H]/N=C(\N)N(C)N(C)N
Net charge: 0
Spin multiplicity: 1
E_HOMO: -7.97 eV

Geometry as XYZ:
```
19
C3H11N5 ωB97M-V/def2-TZVPD
C -0.19784 -2.02374 0.32082
C -1.15524 0.87663 0.99457
N -0.21555 -0.84853 -0.55668
N -0.09943 0.32960 0.16818
C 1.29184 0.68956 0.02381
N -1.49962 -0.75601 -1.35212
N 1.41310 2.04538 0.01391
N 2.33392 -0.06680 -0.05509
H -1.37633 -0.03524 -2.06546
H -1.77182 -1.58166 -1.88913
H 0.64290 2.48502 -0.48704
H 2.31234 2.37967 -0.30340
H 3.17965 0.49828 -0.06820
H -0.95071 -1.99518 1.11536
H -0.38185 -2.93132 -0.26509
H 0.78478 -2.12357 0.79207
H -0.74895 1.13336 1.97912
H -1.58455 1.77043 0.53251
H -1.97662 0.15415 1.10186
```



Entry 5:
ORCA calculation (ωB97M-V/def2-TZVPD) on a single C3H11N5O molecule in a non-equilibrium geometry.

Values from the calculation:
Structure (SMILES): C[C@@]1(N)N(N)[C@H](N)N1O
Net charge: 0
Spin multiplicity: 1
E_HOMO: -7.59 eV

Geometry as XYZ:
```
20
C3H11N5O ωB97M-V/def2-TZVPD
C -0.17618 -1.82111 -1.05273
C -0.23574 -0.35184 -0.67928
N -1.18947 0.36402 -1.46472
O 2.20222 -0.43880 -0.83744
N 1.04869 0.39007 -0.64164
H 2.70735 0.02780 -1.51529
H -1.17280 1.35869 -1.28190
H -1.58863 -0.06584 -2.28733
H 0.56342 -2.33266 -0.44324
H 0.11130 -1.92633 -2.09622
H -1.15651 -2.26277 -0.88829
N -1.63875 0.15619 1.39299
N 0.69805 1.80014 1.58714
C 0.79118 0.53010 1.00298
N -0.42950 -0.18022 0.78675
H -2.21795 -0.56392 1.81463
H -1.54571 0.73894 2.23033
H 1.57807 2.22222 1.84075
H 0.01748 2.40354 1.14256
H 1.63349 -0.04822 1.38995
```



Entry 6:
ORCA calculation (ωB97M-V/def2-TZVPD) on a single C3H11N5O molecule in a non-equilibrium geometry.

Values from the calculation:
Structure (SMILES): [H]/N=C/N(C)N(N)N(C)O
Net charge: 0
Spin multiplicity: 1
E_HOMO: -8.38 eV

Geometry as XYZ:
```
20
C3H11N5O ωB97M-V/def2-TZVPD
C 1.51262 0.65747 -1.72278
N 1.56830 0.00076 -0.43340
O 1.96011 0.93888 0.61083
N 0.55963 -0.80417 -0.13150
N 0.81498 -1.59168 0.94695
H 2.83043 0.62870 0.89373
H 0.93221 -1.06112 1.81239
H 2.52907 0.93826 -1.99908
H 0.87669 1.54321 -1.71658
H 1.12158 -0.06621 -2.43204
C -1.08936 1.40478 0.06836
N -1.81391 -2.08527 0.67792
C -1.93845 -0.81824 0.47485
N -0.94086 -0.03040 0.05586
H -2.68370 -2.51724 0.96916
H 0.01883 -2.24878 1.01446
H -2.87027 -0.26547 0.67687
H -0.20597 1.87364 0.50702
H -1.95414 1.70066 0.67174
H -1.22778 1.80223 -0.94476
```



Entry 7:
ORCA calculation (ωB97M-V/def2-TZVPD) on 2 unconnected molecules or ions with the total composition C3H11N6 in a non-equilibrium geometry.

Values from the calculation:
Net charge: +1
Spin multiplicity: 3
E_HOMO (alpha / beta): -8.53 / -12.36 eV
Expectation value of S²: 2.014

Geometry as XYZ:
```
20
C3H11N6 ωB97M-V/def2-TZVPD
C -1.77708 -0.66313 0.47396
C -0.47830 -1.05707 0.54057
C -0.61322 1.00246 -0.43902
N -1.86821 0.55502 -0.18057
N 0.25457 0.06707 -0.06547
N 2.76845 -1.96719 0.56632
N -0.36738 2.20033 -1.03840
N -2.91924 1.15410 -0.78295
N 1.60152 0.22843 0.00269
H -2.54777 -1.21440 0.86055
H 0.23008 -1.79620 0.82721
H 2.23869 -2.80596 0.34238
H 3.58710 -2.07802 -0.05207
H -1.02798 2.95154 -1.09559
H 0.53955 2.67764 -0.87356
H -3.30963 1.79621 -0.09187
H -3.72671 0.64226 -1.04609
H 2.09344 -0.68861 0.23946
H 1.99400 1.08883 0.38764
H 3.32811 -2.09332 1.42480
```



Entry 8:
ORCA calculation (ωB97M-V/def2-TZVPD) on 3 unconnected molecules or ions with the total composition C3H11NO in a non-equilibrium geometry.

Values from the calculation:
Net charge: 0
Spin multiplicity: 1
E_HOMO: -8.44 eV

Geometry as XYZ:
```
16
C3H11NO ωB97M-V/def2-TZVPD
C -0.07314 1.07718 -0.84102
C 1.07559 0.36400 -0.17104
C 1.26240 -0.98932 -0.78655
N -1.33807 0.40840 -0.42734
H 0.52325 0.67296 1.70611
H -0.04738 0.93306 -1.94142
H 0.57870 0.19412 0.88173
H 2.01757 0.91331 -0.13114
H 1.35500 -0.96547 -1.87306
H 0.24333 -1.42182 -0.74249
H 1.85863 -1.78739 -0.35025
H -1.94187 1.11888 0.01475
H -0.00783 2.15897 -0.64600
H -0.42555 -0.46708 2.56143
H -1.08580 -0.11608 0.55348
O -0.82210 -0.78542 1.74006
```



Entry 9:
ORCA calculation (ωB97M-V/def2-TZVPD) on 2 unconnected molecules or ions with the total composition C3H11NO in a non-equilibrium geometry.

Values from the calculation:
Structure (SMILES): CCOC.N
Net charge: 0
Spin multiplicity: 1
E_HOMO: -9.63 eV

Geometry as XYZ:
```
16
C3H11NO ωB97M-V/def2-TZVPD
C -1.71190 0.97417 -0.17885
N 0.77810 -0.94461 2.37654
H -1.87702 0.54829 -1.16906
H -2.00556 2.01187 -0.01182
H -2.34025 0.39686 0.50384
H 1.70068 -1.35359 2.36235
H 0.78110 -0.10306 2.91791
H 0.49658 -0.66133 1.45042
C 0.70664 0.53814 -0.63472
O -0.35641 0.90584 0.19978
C 0.43356 -0.75214 -1.41503
H 0.85700 1.30483 -1.40176
H 1.60886 0.41548 -0.04368
H 1.28626 -1.37926 -1.65394
H -0.32662 -1.36267 -0.92037
H -0.03102 -0.53884 -2.38161
```



Entry 10:
ORCA calculation (ωB97M-V/def2-TZVPD) on 2 unconnected molecules or ions with the total composition C3H11NO.

Values from the calculation:
Structure (SMILES): CCN.CO
Net charge: 0
Spin multiplicity: 1
E_HOMO: -9.71 eV

Geometry as XYZ:
```
16
C3H11NO ωB97M-V/def2-TZVPD
N -0.03274 1.72070 -0.05605
C -1.53057 0.19684 -1.24341
C -0.60814 1.39939 -1.36817
H 0.58982 2.53296 -0.12891
H -0.78155 1.99321 0.59024
H -0.97406 -0.66466 -0.83755
H -1.94233 -0.08247 -2.22781
H -2.36851 0.42615 -0.56379
H 0.23238 1.15136 -2.04451
H -1.16564 2.24264 -1.81938
O 1.90467 -1.38456 0.72452
C 1.40370 -2.09225 1.85443
H 1.41780 -0.53643 0.66107
H 1.96440 -3.04070 1.90611
H 0.32953 -2.32339 1.75783
H 1.56123 -1.53872 2.79538
```



We obtain ΔE to the lowest compared entry with this formula, charge and spin values of 2.9010, 0.7480, 4.0797, 2.8865, 4.4156, 5.7474, 0.0532, 7.0624, 1.2680, 0.7609 eV for the records listed above, in that order.